Entry 1:
{"formula": "C26H72BrF2N12O4P3Si", "method": "the ωB97M-V functional and the def2-TZVPD basis", "species": ["C", "C", "F", "Si", "C", "C", "F", "C", "C", "O", "Br", "C", "C", "N", "N", "N", "H", "H", "H", "H", "H", "H", "H", "H", "H", "H", "H", "H", "H", "H", "H", "H", "H", "H", "C", "N", "C", "P", "O", "N", "C", "C", "N", "C", "C", "H", "H", "H", "H", "H", "H", "H", "H", "H", "H", "H", "H", "H", "H", "H", "H", "H", "H", "C", "N", "C", "P", "O", "N", "C", "C", "N", "C", "C", "H", "H", "H", "H", "H", "H", "H", "H", "H", "H", "H", "H", "H", "H", "H", "H", "H", "H", "C", "N", "C", "P", "O", "N", "C", "C", "N", "C", "C", "H", "H", "H", "H", "H", "H", "H", "H", "H", "H", "H", "H", "H", "H", "H", "H", "H", "H"], "xyz": [[3.831, -1.199, -0.259], [3.874, -0.818, -1.745], [3.765, 0.579, -1.852], [2.612, -1.752, -2.854], [3.672, -3.072, -3.749], [3.896, -4.235, -2.777], [4.983, -4.998, -3.142], [1.886, -0.685, -4.232], [1.443, 0.685, -3.814], [1.104, 1.053, -2.738], [1.407, 2.022, -5.288], [1.336, -2.741, -1.860], [0.073, -1.998, -1.406], [-0.869, -3.012, -0.830], [-0.648, -1.365, -2.508], [0.324, -1.113, -0.299], [4.069, -0.292, 0.299], [2.864, -1.535, 0.104], [4.630, -1.894, -0.015], [4.876, -1.069, -2.099], [3.058, -3.421, -4.582], [4.611, -2.655, -4.103], [2.997, -4.844, -2.763], [4.055, -3.820, -1.779], [2.587, -0.576, -5.058], [1.011, -1.211, -4.617], [1.040, -3.600, -2.467], [1.795, -3.169, -0.970], [-1.275, -3.554, -1.584], [-0.300, -3.672, -0.309], [-1.431, -0.837, -2.145], [-1.033, -2.079, -3.115], [-0.599, -0.887, 0.050], [0.809, -0.278, -0.612], [-4.533, -1.006, -4.252], [-3.988, -0.903, -5.585], [-3.258, 0.339, -5.785], [-4.127, -1.924, -6.976], [-2.660, -2.263, -7.133], [-4.680, -3.545, -6.746], [-5.346, -4.098, -5.574], [-3.832, -4.577, -7.349], [-5.752, -1.390, -7.397], [-5.785, -0.393, -8.469], [-6.857, -1.190, -6.498], [-5.282, -0.223, -4.061], [-3.745, -0.890, -3.497], [-5.012, -1.959, -4.050], [-3.914, 1.135, -6.165], [-2.443, 0.205, -6.500], [-2.800, 0.689, -4.858], [-4.893, -3.775, -4.632], [-5.286, -5.186, -5.573], [-6.418, -3.884, -5.574], [-2.996, -4.855, -6.695], [-3.418, -4.247, -8.298], [-4.420, -5.473, -7.555], [-5.600, 0.623, -8.092], [-6.753, -0.396, -8.977], [-5.025, -0.611, -9.225], [-6.929, -0.150, -6.146], [-6.838, -1.826, -5.619], [-7.783, -1.428, -7.031], [2.300, 0.393, 4.665], [1.379, -0.621, 4.213], [0.285, -0.053, 3.440], [1.294, -2.325, 4.501], [1.447, -2.791, 3.069], [2.703, -3.118, 5.116], [3.876, -2.501, 5.721], [3.117, -4.307, 4.366], [0.626, -2.174, 6.124], [-0.823, -2.371, 6.185], [1.046, -1.257, 7.151], [1.807, 1.093, 5.356], [2.679, 0.983, 3.822], [3.174, 0.000, 5.178], [-0.568, 0.208, 4.083], [-0.067, -0.758, 2.683], [0.593, 0.847, 2.903], [4.215, -1.610, 5.185], [4.721, -3.188, 5.715], [3.718, -2.272, 6.778], [3.740, -4.049, 3.499], [2.260, -4.869, 4.007], [3.688, -4.977, 5.012], [-1.375, -1.456, 5.924], [-1.135, -2.682, 7.186], [-1.137, -3.158, 5.493], [0.462, -0.325, 7.146], [2.094, -0.979, 7.100], [0.900, -1.738, 8.123], [2.410, 4.263, 2.815], [1.010, 4.611, 2.785], [0.371, 4.208, 1.543], [0.009, 5.485, 3.894], [-0.973, 4.377, 4.209], [0.583, 5.704, 5.510], [1.942, 5.519, 6.001], [-0.365, 5.317, 6.558], [0.609, 7.074, 3.426], [-0.273, 7.787, 2.500], [1.979, 7.448, 3.195], [2.975, 4.797, 2.037], [2.547, 3.190, 2.635], [2.898, 4.476, 3.762], [0.418, 5.003, 0.785], [-0.681, 3.961, 1.705], [0.839, 3.314, 1.126], [2.420, 4.617, 5.608], [1.949, 5.408, 7.085], [2.568, 6.395, 5.813], [-0.321, 4.242, 6.775], [-1.386, 5.561, 6.281], [-0.148, 5.862, 7.479], [-0.116, 7.473, 1.457], [-0.111, 8.867, 2.557], [-1.323, 7.606, 2.747], [2.266, 7.358, 2.136], [2.701, 6.880, 3.772], [2.104, 8.495, 3.487]], "smiles": "C[C@H](F)[Si@](CCF)(CC(=O)Br)CC(N)(N)N.CN(C)P(=O)(N(C)C)N(C)C.CN(C)P(=O)(N(C)C)N(C)C.CN(C)P(=O)(N(C)C)N(C)C", "molar_mass_g_mol": 855.8, "lumo_ha": -0.002, "de_lowest_kcal_mol": 0.0, "homo_energy_ha": -0.279}


Entry 2:
{"formula": "C26H73InN5NaO12S", "method": "the ωB97M-V functional and the def2-TZVPD basis", "species": ["In", "Na", "S", "O", "O", "O", "O", "C", "C", "C", "O", "C", "N", "H", "H", "H", "H", "H", "H", "H", "H", "H", "H", "H", "C", "C", "C", "O", "C", "N", "H", "H", "H", "H", "H", "H", "H", "H", "H", "H", "H", "C", "C", "C", "O", "C", "N", "H", "H", "H", "H", "H", "H", "H", "H", "H", "H", "H", "C", "C", "C", "O", "C", "N", "H", "H", "H", "H", "H", "H", "H", "H", "H", "H", "H", "C", "C", "C", "O", "C", "N", "H", "H", "H", "H", "H", "H", "H", "H", "H", "H", "H", "C", "C", "O", "H", "H", "H", "H", "H", "H", "C", "C", "O", "H", "H", "H", "H", "H", "H", "C", "C", "O", "H", "H", "H", "H", "H", "H"], "xyz": [[23.870, -23.670, 1.319], [19.678, -23.032, 2.155], [22.341, -21.159, 3.818], [21.546, -19.928, 4.021], [22.029, -21.705, 2.490], [23.788, -20.933, 3.954], [21.980, -22.178, 4.779], [19.280, -21.712, 7.294], [18.639, -22.951, 6.627], [17.114, -22.824, 6.702], [16.748, -22.713, 8.062], [15.369, -22.533, 8.235], [19.157, -22.923, 5.257], [19.131, -21.790, 8.377], [18.832, -20.812, 6.876], [20.367, -21.680, 7.222], [18.936, -23.884, 7.104], [16.551, -23.670, 6.296], [16.817, -21.875, 6.231], [14.748, -23.400, 7.990], [14.971, -21.703, 7.634], [15.214, -22.237, 9.271], [18.880, -22.059, 4.783], [20.170, -22.837, 5.339], [25.175, -20.239, -1.155], [23.876, -19.774, -0.550], [22.970, -18.923, -1.422], [23.699, -17.945, -2.084], [23.029, -17.109, -3.000], [23.185, -20.968, -0.056], [24.940, -20.966, -1.942], [25.743, -20.732, -0.370], [25.719, -19.465, -1.693], [24.031, -19.194, 0.364], [22.128, -18.450, -0.893], [22.475, -19.593, -2.151], [22.428, -17.757, -3.649], [23.775, -16.524, -3.526], [22.311, -16.448, -2.499], [22.854, -21.475, -0.876], [22.410, -20.778, 0.572], [27.067, -22.151, 6.113], [25.683, -22.566, 6.570], [24.915, -21.423, 7.230], [25.527, -21.060, 8.444], [25.136, -19.822, 8.989], [24.980, -23.037, 5.368], [26.982, -21.335, 5.384], [27.610, -22.933, 5.583], [27.743, -21.785, 6.886], [25.758, -23.463, 7.192], [23.904, -21.767, 7.491], [24.888, -20.525, 6.604], [25.789, -19.656, 9.841], [24.097, -19.871, 9.340], [25.187, -18.999, 8.270], [24.773, -22.191, 4.808], [24.052, -23.295, 5.705], [21.603, -16.017, 0.776], [22.410, -16.983, 1.646], [22.650, -16.532, 3.119], [23.282, -15.318, 3.364], [24.496, -15.188, 2.673], [21.627, -18.203, 1.719], [21.676, -16.310, -0.269], [21.916, -14.981, 0.925], [20.541, -15.989, 1.031], [23.339, -17.204, 1.115], [23.279, -17.355, 3.497], [21.745, -16.641, 3.717], [24.374, -15.002, 1.601], [25.230, -15.974, 2.878], [25.033, -14.299, 3.013], [22.019, -18.794, 2.466], [20.697, -18.048, 2.109], [21.562, -25.852, 5.750], [22.713, -26.000, 4.743], [22.719, -27.378, 4.083], [21.511, -27.517, 3.311], [21.174, -28.871, 3.144], [22.588, -24.951, 3.727], [20.600, -25.936, 5.237], [21.616, -24.883, 6.244], [21.521, -26.664, 6.478], [23.666, -25.781, 5.235], [22.917, -28.173, 4.799], [23.481, -27.374, 3.298], [21.943, -29.426, 2.598], [20.212, -28.881, 2.627], [20.936, -29.420, 4.064], [22.393, -24.066, 4.185], [21.734, -25.198, 3.220], [17.833, -18.470, 3.465], [17.738, -19.940, 3.842], [18.811, -20.672, 3.230], [18.045, -18.267, 2.417], [18.498, -17.946, 4.154], [16.829, -18.077, 3.658], [16.849, -20.443, 3.458], [17.785, -20.066, 4.930], [19.665, -20.298, 3.521], [26.332, -18.850, 2.071], [26.826, -20.268, 2.236], [25.778, -21.229, 2.170], [25.565, -18.574, 2.802], [26.013, -18.699, 1.043], [27.148, -18.161, 2.304], [27.475, -20.457, 3.098], [27.545, -20.427, 1.427], [25.149, -20.986, 2.865], [22.468, -16.897, 7.570], [22.348, -18.264, 6.876], [21.330, -18.070, 5.890], [23.304, -16.950, 8.269], [21.545, -16.588, 8.057], [22.626, -16.109, 6.833], [22.045, -19.031, 7.599], [23.261, -18.500, 6.322], [21.443, -18.724, 5.165]], "molar_mass_g_mol": 817.8, "lumo_ha": -0.418, "total_charge": 2, "de_lowest_kcal_mol": 0.0, "homo_energy_ha": -0.497}